No. 1
This record from the OMol25 dataset describes C40H32BrF4OPPtTe as an isolated structure. The level of theory is ωB97M-V/def2-TZVPD.

Kohn-Sham gap: 0.2753 Eh
relative energy (zero: lowest compared OMol25 entry of this formula, charge and spin): 10.96 kcal/mol
HOMO energy: -14.01 eV
charge: +2
max |F|: 0.820 eV/Å

The geometry in XYZ format:
```
81
Properties=species:S:1:pos:R:3:forces:R:3
Pt -1.152 -1.076 -0.464 0.1 -0.8 0.1
F 1.687 -5.526 -5.012 0.0 0.0 0.0
C 1.530 -4.509 -4.196 0.0 0.0 0.0
C 2.565 -3.607 -3.999 0.0 0.0 0.0
F 3.708 -3.769 -4.632 0.0 0.0 0.0
C 2.387 -2.536 -3.136 0.0 0.0 0.0
F 3.396 -1.691 -2.965 0.0 0.0 0.0
C 1.193 -2.338 -2.453 0.0 -0.1 0.1
P 0.951 -0.878 -1.392 -0.1 0.0 -0.2
C 1.178 0.500 -2.533 -0.1 0.1 0.1
C 2.411 1.120 -2.737 0.0 0.0 0.0
C 2.521 2.134 -3.675 0.0 0.0 0.0
C 1.415 2.523 -4.418 0.0 0.0 0.0
C 0.192 1.889 -4.238 0.0 0.0 0.0
C 0.072 0.882 -3.296 0.1 0.0 -0.1
C 2.229 -0.923 -0.136 0.1 0.1 0.0
C 2.753 0.258 0.392 0.0 0.0 0.0
C 3.694 0.196 1.409 0.0 0.0 0.0
C 4.100 -1.033 1.912 0.0 0.0 0.0
C 3.565 -2.208 1.398 0.0 0.0 0.0
C 2.630 -2.156 0.377 0.0 0.0 0.0
C 0.185 -3.263 -2.671 0.1 0.1 0.0
Br -1.477 -3.108 -1.752 -0.1 0.3 -0.1
C 0.328 -4.336 -3.523 0.0 0.0 0.0
F -0.661 -5.199 -3.699 0.0 0.0 0.0
H 3.288 0.800 -2.191 0.0 0.0 0.0
H 3.479 2.609 -3.838 0.0 0.0 0.0
H 1.509 3.312 -5.153 0.0 0.0 0.0
H -0.663 2.174 -4.836 0.0 0.0 0.0
H -0.881 0.383 -3.169 0.0 0.0 0.0
H 2.444 1.222 0.005 0.0 -0.1 0.0
H 4.120 1.110 1.799 0.0 0.0 0.0
H 4.841 -1.078 2.699 0.0 0.0 0.0
H 3.885 -3.165 1.785 0.0 0.0 0.0
H 2.226 -3.079 -0.023 0.0 0.0 0.0
Te -3.574 -1.468 0.631 0.0 0.0 -0.1
C -3.562 -0.093 2.219 -0.1 0.0 0.0
C -4.309 1.065 2.038 0.0 0.0 0.0
C -4.345 2.013 3.051 0.0 0.0 0.0
C -3.654 1.791 4.234 0.0 0.0 0.0
C -2.925 0.621 4.409 0.0 0.0 0.0
C -2.871 -0.329 3.398 0.0 0.0 0.0
C -3.073 -3.239 1.640 0.0 0.0 0.0
C -1.770 -3.468 2.080 0.0 0.0 0.0
C -1.479 -4.647 2.746 0.0 0.0 0.0
C -2.477 -5.591 2.962 0.0 0.0 0.0
C -3.769 -5.359 2.516 0.0 0.0 0.0
C -4.074 -4.178 1.851 0.0 0.0 0.0
H -4.873 1.231 1.127 0.0 0.0 0.0
H -4.929 2.915 2.921 0.0 0.0 0.0
H -3.696 2.524 5.028 0.0 0.0 0.0
H -2.405 0.439 5.340 0.0 0.0 0.0
H -2.309 -1.242 3.546 0.0 0.0 0.0
H -0.991 -2.734 1.908 0.0 0.0 0.0
H -0.473 -4.833 3.098 0.0 0.0 0.0
H -2.244 -6.511 3.481 0.0 0.0 0.0
H -4.544 -6.093 2.686 0.0 0.0 0.0
H -5.086 -3.999 1.511 0.0 0.0 0.0
C 1.399 5.662 -1.677 0.0 0.0 0.0
C 0.897 4.551 -0.808 0.0 0.0 -0.1
C 1.446 4.321 0.451 0.0 0.0 0.0
C 1.009 3.286 1.259 0.0 0.0 0.0
C 1.640 3.085 2.612 0.0 0.0 0.0
C -0.008 2.435 0.759 0.1 -0.2 -0.1
C -0.270 1.239 1.494 0.0 0.1 0.0
O -0.789 0.169 1.111 0.2 0.1 0.2
C -0.637 2.711 -0.482 0.0 0.1 0.2
C -1.863 1.954 -0.889 -0.1 0.4 0.0
C -0.160 3.749 -1.248 -0.1 0.1 0.1
H 2.182 6.237 -1.190 0.0 0.0 0.0
H 0.585 6.339 -1.940 0.0 0.0 0.0
H 1.794 5.256 -2.610 0.0 0.0 0.0
H 2.231 4.975 0.810 0.0 0.0 0.0
H 2.376 3.863 2.800 0.0 0.0 0.0
H 2.147 2.124 2.694 0.0 0.0 0.0
H 0.894 3.140 3.407 0.0 0.0 0.0
H 0.047 1.207 2.539 0.0 0.1 0.0
H -2.536 1.824 -0.040 0.0 0.0 0.0
H -1.566 0.968 -1.240 -0.3 0.0 -0.3
H -2.395 2.483 -1.679 0.0 -0.1 0.0
H -0.637 3.973 -2.195 0.0 0.0 0.0
```
Forces are in eV/Å.

No. 2
This record from the OMol25 dataset describes a 2-piece molecular cluster, C3H8OS overall in a non-equilibrium geometry. The level of theory is ωB97M-V/def2-TZVPD.

Kohn-Sham gap: 0.3524 Eh
relative energy (zero: lowest compared OMol25 entry of this formula, charge and spin): 43.24 kcal/mol
HOMO energy: -8.81 eV
charge: 0
max |F|: 2.353 eV/Å
SMILES string: C=CO.CS

The geometry in XYZ format:
```
13
Properties=species:S:1:pos:R:3:forces:R:3
C -2.129 0.723 0.085 -0.1 -0.7 -0.6
S -1.163 -0.600 -0.809 -1.4 0.2 -0.6
H -1.272 1.053 0.704 -1.3 0.6 0.1
H -2.541 1.478 -0.648 0.9 -0.7 1.0
H -2.992 0.272 0.653 1.2 0.5 -0.4
H -2.027 -0.712 -1.854 0.4 -0.1 0.4
C 1.875 -0.576 1.600 -1.1 1.0 -1.0
C 1.385 0.395 0.754 1.9 -1.0 0.3
O 1.750 0.659 -0.570 -0.7 -2.1 0.8
H 1.860 -0.366 2.686 -0.7 -0.5 -0.8
H 2.202 -1.582 1.263 0.5 1.1 0.1
H 0.679 1.147 1.030 0.3 0.7 0.8
H 1.917 -0.225 -0.964 0.2 0.8 -0.1
```
Forces are in eV/Å.

No. 3
This record from the OMol25 dataset describes C5H8O as an isolated structure. The level of theory is ωB97M-V/def2-TZVPD.

Kohn-Sham gap: 0.3523 Eh
relative energy (zero: lowest compared OMol25 entry of this formula, charge and spin): 91.21 kcal/mol
HOMO energy: -8.81 eV
charge: 0
max |F|: 0.231 eV/Å

The geometry in XYZ format:
```
14
Properties=species:S:1:pos:R:3:forces:R:3
C -1.546 -1.250 1.012 0.0 0.1 0.1
O -0.064 -1.728 1.936 0.0 0.1 0.0
C -0.308 -0.709 1.224 -0.1 -0.1 0.1
C 0.630 0.377 0.831 0.0 -0.1 0.0
C 0.335 0.983 -0.549 0.0 0.1 0.0
C 0.158 -0.057 -1.657 0.0 0.0 0.0
H -2.335 -1.047 1.739 0.2 0.0 -0.1
H -0.692 -0.713 -1.440 0.2 0.1 -0.1
H 1.641 -0.042 0.891 -0.1 0.0 0.0
H 0.559 1.152 1.606 0.0 -0.1 -0.1
H 1.162 1.659 -0.795 -0.2 -0.1 0.0
H -0.566 1.605 -0.487 0.1 -0.1 0.0
H 1.049 -0.688 -1.762 -0.1 0.1 0.0
H -0.027 0.433 -2.619 0.1 -0.1 0.2
```
Forces are in eV/Å.